Run i
{
  "formula": "C5H7NO",
  "method": "ωB97M-V/def2-TZVPD",
  "smiles": "C(=C1CN1)=C1CO1.[H][H]",
  "homo_lumo_gap_ev": 9.77,
  "species": ["H", "C", "H", "O", "H", "H", "C", "H", "N", "H", "C", "C", "H", "C"],
  "xyz": [[-2.68427, 1.31676, 0.14052], [0.10459, -0.41056, -0.17264], [-2.74449, 0.51801, -1.51497], [2.35078, -0.02382, 0.81527], [0.15872, 1.88692, 1.76624], [-2.70012, -1.62585, -0.33269], [-2.39924, 0.46979, -0.48160], [3.21575, -1.62118, -0.33208], [-2.39875, -0.83473, 0.23193], [0.83821, 1.59343, 1.69462], [-1.18283, -0.26841, -0.17365], [1.39403, -0.41149, -0.08382], [3.27722, 0.04431, -1.12058], [2.77039, -0.63320, -0.43654]],
  "nbo_charge": [0.2073, -0.0953, 0.2020, -0.4592, -0.0148, 0.3691, -0.2676, 0.1940, -0.5706, 0.0107, 0.1240, 0.2247, 0.1933, -0.1176]
}

Run ii
{
  "formula": "C5H7NO",
  "method": "ωB97M-V/def2-TZVPD",
  "smiles": "CC(=O)[C@@H](C)C#N",
  "homo_lumo_gap_ev": 10.92,
  "species": ["O", "H", "H", "C", "C", "H", "H", "C", "N", "H", "H", "H", "C", "C"],
  "xyz": [[-1.20537, -0.82507, 0.97333], [2.50514, 0.19517, 1.02424], [0.98744, 0.56478, -1.05126], [0.71018, -0.06642, -0.19753], [-1.79632, 0.54094, -0.86729], [1.01740, -0.16661, 1.92644], [-1.91124, 1.57111, -0.51164], [1.43060, 0.38946, 1.08240], [1.04450, -2.63165, -0.52322], [-2.75569, 0.02934, -0.76916], [1.28108, 1.46038, 1.25176], [-1.48631, 0.57248, -1.91531], [-0.82389, -0.15568, 0.04376], [1.00248, -1.47823, -0.46654]],
  "nbo_charge": [-0.5147, 0.2257, 0.2458, -0.4168, -0.7220, 0.2408, 0.2440, -0.5890, -0.2988, 0.2494, 0.2152, 0.2296, 0.6130, 0.2777]
}

Verdict on stability: run ii comes out on top.

Run i
{
  "formula": "C5H14N3",
  "method": "ωB97M-V/def2-TZVPD",
  "total_charge": 1,
  "homo_lumo_gap_ev": 10.97,
  "species": ["N", "H", "H", "C", "H", "H", "H", "N", "H", "C", "H", "H", "C", "H", "H", "C", "H", "C", "H", "N", "H", "H"],
  "xyz": [[-1.85620, 0.95692, -0.26548], [0.39282, 0.02732, -0.99246], [0.53630, -2.11135, -2.63356], [-0.38815, -0.37457, -1.68215], [-0.50184, -1.24058, 1.97248], [0.65910, -0.52108, -3.50915], [1.67091, 1.74341, 2.48841], [0.19571, 0.69606, 1.32636], [-2.48226, -0.32228, -1.95960], [1.42105, 1.47187, 1.42927], [-0.87761, -1.41752, -3.43217], [-1.98830, 1.87043, -0.68599], [-1.62444, -0.02266, -1.35758], [2.23940, 0.81463, 1.08706], [-2.73244, 0.77618, 0.22302], [0.01707, -1.15814, -2.88854], [1.91398, -1.54226, 1.83291], [0.27488, -0.47054, 1.88495], [1.26194, 2.41713, 0.86799], [1.44042, -0.96124, 2.50782], [1.33530, -1.60313, 3.33186], [-0.90763, 0.97139, 0.45456]],
  "nbo_charge": [-0.7548, 0.2002, 0.2418, -0.1288, 0.1879, 0.2459, 0.2432, -0.4876, 0.2212, -0.4566, 0.2266, 0.4197, -0.0919, 0.2225, 0.4210, -0.6500, 0.3967, 0.3496, 0.2165, -0.8855, 0.4112, 0.4511]
}

Run ii
{
  "formula": "C5H14N3",
  "method": "ωB97M-V/def2-TZVPD",
  "total_charge": 1,
  "smiles": "C[C@@H](N)CC/[NH+]=C/N",
  "homo_lumo_gap_ev": 10.18,
  "species": ["H", "H", "C", "H", "H", "H", "H", "H", "H", "C", "H", "H", "C", "C", "H", "H", "C", "N", "H", "N", "H", "N"],
  "xyz": [[-0.11448, -2.98199, 1.37113], [-1.91156, 2.23199, -1.72239], [-1.30148, 0.69033, 0.58225], [-1.15343, 0.96639, 1.61843], [-2.34385, 0.83551, 0.21813], [0.65278, -0.45906, 1.89626], [-0.98913, -1.39878, -0.46666], [-1.46598, -1.38855, 1.07795], [1.36603, -3.12436, 0.38750], [0.84672, -2.52462, 1.14184], [1.00058, 2.73414, -2.08595], [1.57760, -0.96108, -0.79202], [0.55226, -1.03632, 0.93698], [-0.88098, 2.07230, -1.39884], [2.44776, -0.32440, 0.46483], [0.53074, 1.37423, -0.23041], [-0.86634, -0.75409, 0.41868], [1.53067, -0.35505, 0.03026], [-0.34300, 3.16677, -2.93322], [-0.49566, 1.47245, -0.32523], [1.31406, -2.70920, 2.10777], [0.04669, 2.47338, -2.29729]],
  "nbo_charge": [0.2195, 0.2311, -0.2193, 0.2361, 0.2243, 0.1885, 0.2357, 0.2397, 0.2332, -0.6571, 0.4226, 0.3670, -0.0403, 0.3907, 0.3828, 0.4576, -0.4517, -0.8783, 0.4123, -0.4911, 0.2387, -0.7423]
}

Run iii
{
  "formula": "C5H14N3",
  "method": "ωB97M-V/def2-TZVPD",
  "total_charge": 1,
  "smiles": "C[C@@H](N)CC/[NH+]=C/N",
  "homo_lumo_gap_ev": 10.64,
  "species": ["N", "N", "H", "C", "H", "H", "H", "H", "H", "H", "H", "H", "H", "H", "H", "C", "C", "H", "H", "C", "C", "N"],
  "xyz": [[0.63433, -0.87364, -0.99651], [-0.07448, -2.72127, -2.22498], [-2.16579, 0.31712, 0.38370], [0.52733, 1.21714, 0.21142], [-1.92060, -0.85088, 1.34897], [-1.68386, 2.35518, 1.39108], [-0.24165, -0.98605, -0.43289], [1.18358, 2.05269, 0.57703], [1.70221, -1.73501, -2.51906], [-0.14513, 2.62835, 2.17891], [2.41933, -0.00008, -0.10324], [1.87452, 0.83088, -1.47182], [0.19936, -0.13234, 1.99577], [-1.28250, 1.67734, 3.03402], [0.26660, -3.54321, -2.73424], [1.46153, 0.30435, -0.59671], [0.82750, -1.79600, -1.89699], [-0.07592, 1.76555, -0.56441], [-0.90021, -2.79378, -1.65995], [-0.90524, 1.85430, 2.02213], [-0.30613, 0.66546, 1.32602], [-1.39479, -0.23611, 0.73173]],
  "nbo_charge": [-0.5339, -0.7305, 0.3723, -0.4404, 0.3884, 0.2192, 0.4462, 0.2502, 0.2133, 0.2258, 0.2245, 0.2270, 0.2207, 0.2382, 0.4352, -0.2194, 0.4012, 0.2290, 0.4167, -0.6324, -0.0667, -0.8844]
}

Run iv
{
  "formula": "C5H14N3",
  "method": "ωB97M-V/def2-TZVPD",
  "total_charge": 1,
  "smiles": "CCC(C)(C)NN=[NH2+]",
  "homo_lumo_gap_ev": 9.76,
  "species": ["H", "H", "H", "H", "N", "H", "H", "H", "H", "N", "C", "C", "C", "C", "H", "H", "H", "H", "H", "C", "H", "N"],
  "xyz": [[3.95586, -0.70675, 0.85219], [0.01485, 0.02815, 2.04611], [-0.25368, -1.92920, 0.10269], [-0.94642, 1.52759, 1.35414], [1.30053, 0.00931, -0.60605], [-1.23393, -1.39925, -1.34981], [-0.29109, 2.26383, -1.03586], [0.71712, 1.62348, 1.12598], [3.87710, 0.29971, -0.51458], [2.09738, -0.51018, 0.25872], [-0.81192, 1.27564, -1.25153], [-2.15411, -1.13845, 0.68279], [-0.06879, 0.83053, 1.14996], [-0.18573, 0.15459, -0.35165], [1.65750, 0.63513, -1.35497], [-2.59567, -0.15763, 0.92737], [-2.94638, -1.66841, 0.10499], [-1.92252, 1.14717, -1.10438], [-0.71195, 1.04718, -2.40420], [-0.92601, -1.15195, -0.29024], [-1.97230, -1.70216, 1.61837], [3.40018, -0.47834, 0.03998]],
  "nbo_charge": [0.4242, 0.2544, 0.2337, 0.2418, -0.2466, 0.2266, 0.2359, 0.2124, 0.3986, 0.1818, -0.6558, -0.6267, -0.6539, 0.1367, 0.3962, 0.2215, 0.2367, 0.2687, 0.2349, -0.4417, 0.2317, -0.5114]
}

Verdict on stability: run iii comes out on top.

Run i
{
  "formula": "C5H14N3",
  "method": "ωB97M-V/def2-TZVPD",
  "total_charge": 1,
  "homo_lumo_gap_ev": 5.68,
  "species": ["H", "H", "H", "C", "H", "C", "H", "H", "H", "N", "H", "H", "H", "C", "H", "N", "C", "H", "C", "H", "N", "H"],
  "xyz": [[-0.77516, 3.11967, 1.86807], [-0.50559, 1.46204, -0.08218], [1.73929, 0.71716, 0.50037], [0.43727, -0.94842, -0.09040], [-0.98054, -3.94157, -0.29707], [-0.09772, 2.26784, 1.95174], [-0.13436, 1.89377, 2.97495], [-0.05234, 1.80332, -2.05041], [0.00370, -1.50142, -1.97537], [-0.60804, 2.66361, -2.11375], [-0.01441, -2.15162, 1.60416], [-1.23741, 0.62623, 1.28489], [1.05234, -0.38561, 1.73646], [0.84058, 0.18256, 0.80667], [0.04374, 3.24978, -2.63712], [0.44219, -0.80786, -1.37037], [-0.10630, -2.13751, 0.52285], [0.91316, 2.70908, 1.85989], [-0.33159, 1.14813, 0.95804], [0.49118, -3.63793, -0.75946], [-0.28366, -3.20202, -0.26131], [-1.25243, 2.33806, -2.83769]],
  "nbo_charge": [0.2435, 0.2459, 0.2617, 0.1504, 0.4543, -0.6135, 0.2125, 0.3396, 0.3619, -1.0519, 0.2469, 0.1963, 0.1926, -0.4381, 0.3648, -0.4039, 0.3445, 0.2135, -0.3995, 0.4572, -0.7346, 0.3560]
}

Run ii
{
  "formula": "C5H14N3",
  "method": "ωB97M-V/def2-TZVPD",
  "total_charge": 1,
  "smiles": "CN1CC[N@@H+](C)[C@@H]1N",
  "homo_lumo_gap_ev": 10.25,
  "species": ["H", "C", "H", "H", "N", "H", "H", "H", "C", "N", "H", "C", "H", "H", "H", "H", "C", "H", "H", "N", "C", "H"],
  "xyz": [[1.22095, -0.18272, -1.11841], [1.35312, -1.27485, 1.62346], [-0.59639, 2.59163, -1.54031], [1.61512, -2.22387, 1.22555], [-0.68360, 0.53746, -0.90792], [-0.77956, 0.27751, 2.49683], [0.95453, -1.36500, 2.62247], [2.19207, -0.56724, 1.79217], [0.30680, -0.52065, -0.66032], [0.23256, -0.67589, 0.84509], [0.33052, 1.33559, 1.57062], [-0.42135, 0.51880, 1.40047], [-0.66696, -2.36584, -1.12323], [0.31683, 1.35253, -2.31766], [0.85822, 1.95351, -0.76468], [-1.86756, 1.78484, 0.44629], [-0.02921, 1.73331, -1.34769], [-2.09337, -0.06119, 0.36854], [0.64690, -2.21128, -1.81281], [-0.10196, -1.64723, -1.44528], [-1.46565, 0.82095, 0.35509], [-1.32199, 0.18963, -1.70828]],
  "nbo_charge": [0.1998, -0.4103, 0.2457, 0.2231, -0.3569, 0.2544, 0.2205, 0.1917, 0.2659, -0.4546, 0.1867, -0.2469, 0.3950, 0.2237, 0.2347, 0.2480, -0.4271, 0.2334, 0.3958, -0.8631, -0.2330, 0.4736]
}

Run iii
{
  "formula": "C5H14N3",
  "method": "ωB97M-V/def2-TZVPD",
  "total_charge": 1,
  "smiles": "C/[N+](=N/N)C(C)(C)C",
  "homo_lumo_gap_ev": [8.60, 8.60],
  "species": ["H", "C", "H", "C", "H", "N", "H", "N", "H", "H", "H", "H", "H", "H", "C", "C", "C", "H", "N", "H", "H", "H"],
  "xyz": [[1.84403, 1.15798, 0.80709], [0.45787, -0.23525, 0.02495], [-0.37318, -0.77538, -1.82615], [0.30644, -1.23222, -1.07886], [-3.57762, -0.75854, -0.13596], [-0.61827, 0.65907, 0.12705], [-1.23197, 2.68974, -0.20687], [-2.12595, 0.44914, -0.05860], [0.10466, 2.56703, 0.66404], [2.74719, -0.21101, 0.20538], [0.50550, -0.28617, 2.47814], [0.10696, 2.22374, -1.14742], [1.42259, -1.44641, 1.49228], [-2.01532, -1.51555, -0.67800], [0.52525, -0.91155, 1.50537], [1.89268, 0.49982, -0.05401], [-0.32358, 2.06957, -0.10713], [-0.43621, -1.48132, 1.61458], [-2.60583, -0.74897, -0.26061], [2.22863, 0.88848, -1.02483], [-0.09034, -2.19446, -0.74670], [1.25649, -1.40775, -1.59374]],
  "nbo_charge": [0.2272, 0.0841, 0.2166, -0.6475, 0.4334, -0.1473, 0.2529, 0.1689, 0.2344, 0.2461, 0.2461, 0.2322, 0.2269, 0.4316, -0.6026, -0.6169, -0.4415, 0.2044, -0.4741, 0.2384, 0.2225, 0.2642]
}

Verdict on stability: run ii comes out on top.

Run i
{
  "formula": "C2H4O2S",
  "method": "ωB97M-V/def2-TZVPD",
  "smiles": "C#S(=O)OC",
  "homo_lumo_gap_ev": 7.87,
  "species": ["C", "O", "H", "O", "S", "H", "H", "H", "C"],
  "xyz": [[0.11604, 0.83585, -0.49389], [0.14586, -1.98916, -0.81965], [-0.85205, 1.34310, -0.38764], [0.44490, 0.18309, 0.65469], [0.27924, -1.79079, 0.60374], [0.90783, 1.56432, -0.71589], [0.05803, 0.13830, -1.34351], [0.31786, -3.12620, 2.53173], [0.24608, -3.20990, 1.45390]],
  "nbo_charge": [-0.2739, -0.8770, 0.1696, -0.6154, 1.4919, 0.1905, 0.2169, 0.1885, -0.4911]
}

Run ii
{
  "formula": "C2H4O2S",
  "method": "ωB97M-V/def2-TZVPD",
  "homo_lumo_gap_ev": [6.20, 6.20],
  "species": ["C", "H", "H", "O", "H", "C", "S", "H", "O"],
  "xyz": [[1.11947, -0.07993, -0.44926], [-0.42361, 0.00273, 1.42972], [2.30997, -0.09818, -0.34068], [0.68463, 1.08912, 0.31780], [0.71671, -0.95947, -0.17894], [-0.16208, 1.11588, 1.24339], [-3.34561, -0.67976, -0.34600], [0.96873, 0.05523, -1.43724], [-1.86821, -0.44561, -0.23880]],
  "nbo_charge": [-0.2469, 0.0313, 0.1859, -0.4689, 0.1849, 0.1285, 0.6911, 0.1899, -0.6958]
}

Run iii
{
  "formula": "C2H4O2S",
  "method": "ωB97M-V/def2-TZVPD",
  "homo_lumo_gap_ev": 9.58,
  "species": ["O", "H", "H", "O", "C", "S", "H", "H", "C"],
  "xyz": [[-1.16655, 0.20200, -1.12881], [-1.82724, 0.06397, 0.72145], [1.79482, -1.49897, 0.61633], [0.65970, 0.91891, 1.55876], [1.99934, -0.51308, -0.02916], [1.27041, 0.89892, 0.23412], [-3.07106, 0.40029, -0.55956], [2.42330, -0.69647, -1.04222], [-2.08271, 0.22443, -0.37091]],
  "nbo_charge": [-0.5105, 0.1056, 0.2499, -0.9257, -0.7913, 1.2275, 0.1119, 0.2353, 0.2972]
}

Run iv
{
  "formula": "C2H4O2S",
  "method": "ωB97M-V/def2-TZVPD",
  "smiles": "CC=S(=O)=O",
  "homo_lumo_gap_ev": 8.12,
  "species": ["C", "S", "H", "H", "O", "O", "H", "C", "H"],
  "xyz": [[0.21211, 0.54132, -0.39227], [-1.29669, 0.80221, 0.32197], [0.16319, 0.83183, -1.51321], [0.20958, -1.69502, -0.29915], [-1.27718, 0.27020, 1.64461], [-1.92799, 2.12630, 0.20058], [1.16204, -1.15954, 0.94557], [0.93164, -0.92321, -0.11961], [1.82330, -0.79410, -0.78851]],
  "nbo_charge": [-0.4969, 1.9332, 0.2286, 0.2369, -0.8830, -0.8511, 0.2412, -0.6432, 0.2343]
}

Verdict on stability: run iii comes out on top.